1 | DFT (ωB97M-V/def2-TZVPD) results for the ion C4H5N2S with charge +1.

Values from the calculation:
**HOMO**: -15.17 eV
**Charge**: +1
**Frontier orbital gap**: 10.29 eV

```
12
Properties=species:S:1:pos:R:3:mulliken_charge:R:1
C 1.320 -0.432 0.753 0.10
C -0.514 0.323 -0.703 0.45
C 1.141 -0.835 2.158 0.10
C -1.212 0.720 -1.891 -0.93
N -0.896 -0.148 0.417 -0.59
N 0.080 -0.542 1.210 0.48
S 1.477 0.177 -0.762 -0.14
H 1.306 -1.811 2.386 0.26
H 1.370 -0.051 2.907 0.23
H -2.332 0.981 -1.613 0.30
H -0.751 1.607 -2.274 0.38
H -0.989 0.012 -2.590 0.35
```

***

2 | DFT (ωB97M-V/def2-TZVPD) results for the ion C4H5N2S with charge +1.

Values from the calculation:
**HOMO (spin up / spin down)**: -13.74 / -13.70 eV
**Charge**: +1
**Frontier orbital gap (spin up / spin down)**: 6.82 / 6.47 eV
**SMILES**: CCC#[N+]N=C=S

```
12
Properties=species:S:1:pos:R:3:mulliken_charge:R:1
C -1.035 -1.816 -2.998 0.61
C -0.830 -0.184 0.389 0.22
C 1.126 1.210 1.078 -1.16
C -0.176 0.417 1.484 -0.22
N -0.417 -0.818 -0.893 -0.04
N -1.004 -1.214 -1.902 -0.07
S -1.049 -2.520 -4.365 -0.13
H 0.817 1.945 0.472 0.38
H 1.736 0.418 0.608 0.38
H 1.429 1.719 1.907 0.39
H -0.797 1.125 1.876 0.32
H 0.201 -0.281 2.346 0.32
```

***

Stability verdict: 1, ahead by 238.8 kJ/mol

***

1 | DFT (ωB97M-V/def2-TZVPD) results for a cluster of 2 separate species, C5H8BrN in total.

Values from the calculation:
**HOMO**: -9.49 eV
**Frontier orbital gap**: 10.01 eV
**SMILES**: CC1=NC=CC1.Br

```
15
Properties=species:S:1:pos:R:3:mulliken_charge:R:1
C 0.159 2.083 -0.013 -0.66
C 1.266 1.665 0.618 -0.49
C -0.576 0.875 -0.506 -0.15
C 0.235 -0.221 0.043 0.45
C -0.083 -1.623 -0.200 -1.02
N 1.262 0.270 0.635 -0.39
Br 3.649 -1.876 0.947 -0.39
H 0.000 3.118 -0.211 0.38
H 2.016 2.201 1.148 0.47
H -1.614 1.050 -0.060 0.27
H -0.530 0.805 -1.649 0.33
H 2.526 -0.864 0.678 0.30
H -0.553 -1.979 0.769 0.26
H 0.643 -2.497 -0.447 0.33
H -0.956 -1.387 -0.801 0.31
```

***

2 | DFT (ωB97M-V/def2-TZVPD) results for a cluster of 2 separate species, C5H8BrN in total.

Values from the calculation:
**HOMO**: -8.24 eV
**Frontier orbital gap**: 8.95 eV
**SMILES**: C#CN(C)C=C.Br

```
15
Properties=species:S:1:pos:R:3:mulliken_charge:R:1
C -1.625 -0.110 -1.147 -0.95
C 2.446 1.527 0.529 -0.45
C -0.632 0.792 -1.034 0.04
C 1.303 1.354 0.159 0.00
C -0.444 -0.008 1.195 -1.20
N 0.043 0.875 0.155 0.03
Br 1.374 -3.612 -0.110 -0.21
H -2.306 -0.117 -2.002 0.24
H -1.653 -0.823 -0.400 0.32
H 0.319 -2.785 -0.581 0.21
H 3.431 1.689 0.379 0.42
H -0.342 1.494 -1.723 0.45
H -1.486 0.329 1.325 0.51
H -0.370 -1.098 1.127 0.21
H -0.059 0.494 2.129 0.38
```

***

Stability verdict: 1, ahead by 236.1 kJ/mol

***

1 | DFT (ωB97M-V/def2-TZVPD) results for the molecule C3H3FS2.

Values from the calculation:
**HOMO**: -7.98 eV
**Frontier orbital gap**: 8.36 eV
**SMILES**: FC1=CCSS1

```
9
Properties=species:S:1:pos:R:3:mulliken_charge:R:1
C 0.397 0.690 0.117 -0.19
C -0.866 1.039 -0.024 0.25
C 0.839 -0.749 -0.034 -0.69
F -1.446 2.156 0.127 -0.20
S -2.145 -0.615 -0.364 -0.12
S -0.732 -1.843 0.294 -0.09
H 1.276 1.336 0.135 0.31
H 1.197 -1.032 -0.951 0.36
H 1.480 -0.982 0.700 0.37
```

***

2 | DFT (ωB97M-V/def2-TZVPD) results for the molecule C3H3FS2.

Values from the calculation:
**HOMO (spin up / spin down)**: -8.78 / -8.98 eV
**Frontier orbital gap (spin up / spin down)**: 8.04 / 7.23 eV

```
9
Properties=species:S:1:pos:R:3:mulliken_charge:R:1
C -0.115 1.002 -0.036 -0.12
C -0.675 2.107 0.392 0.00
C -0.360 -0.464 0.124 -0.37
F -0.519 3.371 0.072 -0.18
S -3.519 0.186 -0.379 -0.16
S -2.090 -0.789 0.616 0.01
H 0.474 1.205 -0.948 0.20
H -0.129 -0.917 -0.789 0.34
H 0.149 -0.892 0.976 0.27
```

***

Stability verdict: 1, ahead by 183.4 kJ/mol

***

1 | DFT (ωB97M-V/def2-TZVPD) results for a cluster of 2 separate species, C2H9N4O in total.

Values from the calculation:
**HOMO (spin up / spin down)**: -13.50 / -13.29 eV
**Charge**: +1
**Frontier orbital gap (spin up / spin down)**: 9.10 / 8.35 eV

```
16
Properties=species:S:1:pos:R:3:mulliken_charge:R:1
C -0.672 -0.349 -0.048 0.33
C 2.741 0.605 -0.432 -0.41
N 1.274 -0.028 1.235 -0.27
N -0.620 -1.247 -0.938 -0.25
N -1.640 0.491 0.373 -0.04
N -2.973 0.231 0.203 -0.67
O 2.288 -0.443 0.495 -0.09
H 1.946 0.393 -1.205 0.23
H 3.638 0.261 -0.838 0.28
H 2.781 1.626 -0.013 0.26
H -1.394 -1.345 -1.599 0.25
H 0.120 -1.897 -1.084 0.26
H -1.456 1.344 0.942 0.28
H -3.604 0.875 -0.322 0.28
H -3.407 0.129 1.217 0.29
H 0.979 -0.644 2.015 0.28
```

***

2 | DFT (ωB97M-V/def2-TZVPD) results for a cluster of 2 separate species, C2H9N4O in total.

Values from the calculation:
**HOMO**: -13.67 eV
**Charge**: +1
**Frontier orbital gap**: 9.92 eV

```
16
Properties=species:S:1:pos:R:3:mulliken_charge:R:1
C -0.966 -0.130 0.143 0.28
C -3.308 -0.638 -0.662 -0.80
N 0.041 0.449 0.400 -0.46
N 2.608 -0.582 -0.380 -0.42
N -2.242 -0.058 0.204 0.07
N 2.416 0.413 0.658 -0.20
O -2.601 0.578 1.419 -0.38
H -3.132 -0.102 -1.606 0.35
H -3.223 -1.715 -0.799 0.32
H -4.310 -0.403 -0.396 0.29
H 1.905 -0.290 -0.952 0.26
H 3.513 -0.308 -0.636 0.26
H 1.428 0.620 0.857 0.24
H 2.245 -0.161 1.618 0.45
H 2.981 1.294 0.780 0.37
H -2.622 -0.133 2.094 0.36
```

***

Stability verdict: 2, ahead by 44.0 kJ/mol

***

1 | DFT (ωB97M-V/def2-TZVPD) results for the molecule C4H5Cl.

Values from the calculation:
**HOMO**: -9.21 eV
**Frontier orbital gap**: 9.81 eV
**SMILES**: C=CC(=C)Cl

```
10
Properties=species:S:1:pos:R:3:mulliken_charge:R:1
C 0.066 0.343 0.050 0.48
C 0.005 1.644 0.086 -0.70
C -1.125 -0.605 0.190 -0.22
C -2.409 -0.395 -0.124 -0.62
H 0.853 2.276 0.197 0.30
H -0.782 2.304 -0.255 0.22
H -0.776 -1.569 0.470 0.30
H -2.677 0.615 -0.452 0.18
H -3.115 -1.190 -0.027 0.27
Cl 1.604 -0.491 -0.067 -0.21
```

***

2 | DFT (ωB97M-V/def2-TZVPD) results for the molecule C4H5Cl.

Values from the calculation:
**HOMO**: -8.77 eV
**Frontier orbital gap**: 8.49 eV

```
10
Properties=species:S:1:pos:R:3:mulliken_charge:R:1
C 0.761 -0.174 0.663 -0.70
C -1.291 0.178 -0.567 -0.36
C -0.012 -0.641 -0.282 -0.09
C -2.546 -0.655 -0.472 -0.22
Cl -3.808 0.099 0.303 -0.06
H 0.594 0.915 1.119 0.15
H 1.631 -0.646 1.006 0.30
H -1.222 1.213 -0.152 0.31
H -1.369 0.409 -1.775 0.24
H -0.108 -1.569 -0.765 0.42
```

***

Stability verdict: 1, ahead by 267.1 kJ/mol

***

1 | DFT (ωB97M-V/def2-TZVPD) results for the molecule C14H21N7O3.

Values from the calculation:
**HOMO**: -8.09 eV
**Frontier orbital gap**: 8.76 eV
**SMILES**: N[C@H]1NC(=O)[C@H]2N[C@H](CNc3ccc(C(=O)NO)cc3)CN[C@H]2N1

```
45
Properties=species:S:1:pos:R:3:mulliken_charge:R:1
O -1.760 -2.628 -5.646 -0.71
O -0.286 2.648 0.351 -0.67
O -4.094 -1.624 -6.648 -0.42
C -2.497 -2.140 -4.804 0.70
C 0.502 2.676 1.286 0.44
C -0.888 -2.338 -2.877 -0.97
C -3.106 -1.515 -2.482 -0.74
C -0.657 -2.352 -1.495 -0.17
C -2.866 -1.479 -1.140 -1.05
C -2.154 -1.981 -3.400 0.58
C -1.647 -1.904 -0.626 1.18
N -3.698 -1.581 -5.258 -0.09
N 3.612 4.078 1.357 -0.72
N 1.426 3.701 1.262 -0.29
N -1.566 -1.931 0.787 -0.25
N 2.985 2.366 2.383 -0.54
N 2.634 0.256 2.239 -0.33
N -0.275 0.373 2.080 -0.42
C 2.532 3.684 2.175 0.16
C -0.295 -2.071 1.515 -1.61
C 1.826 -0.944 2.310 -1.02
C 0.496 1.632 2.389 -0.27
C 1.986 1.403 2.873 -0.17
C 0.525 -0.762 1.517 1.04
H -3.399 -2.116 -7.099 0.35
H -0.063 -2.655 -3.530 0.38
H -4.042 -1.140 -2.816 0.23
H 0.315 -2.721 -1.154 0.31
H -3.656 -1.142 -0.471 0.28
H -4.281 -1.055 -4.562 0.18
H 4.534 3.798 1.720 0.23
H 3.597 5.070 1.216 0.20
H 1.694 3.998 0.333 0.32
H -2.249 -1.342 1.251 0.31
H 3.371 2.033 1.470 0.47
H 3.598 0.104 2.543 0.34
H -1.043 0.574 1.412 0.32
H 2.362 4.277 3.094 0.33
H 0.285 -2.906 1.090 0.27
H -0.561 -2.329 2.549 0.45
H 1.634 -1.278 3.326 0.28
H 2.392 -1.740 1.846 0.47
H -0.042 2.104 3.207 0.29
H 2.044 1.395 3.972 0.21
H 0.776 -0.494 0.453 0.11
```

***

2 | DFT (ωB97M-V/def2-TZVPD) results for the molecule C14H21N7O3.

Values from the calculation:
**HOMO**: -8.75 eV
**Frontier orbital gap**: 8.95 eV
**SMILES**: CCOC(=O)c1nnn(-c2nonc2N)c1CN1CCCCCC1

```
45
Properties=species:S:1:pos:R:3:mulliken_charge:R:1
C 5.633 0.247 1.347 -1.16
C 4.708 1.014 0.414 -0.33
H 5.100 0.995 -0.608 0.34
H 4.579 2.047 0.746 0.33
O 3.390 0.461 0.412 -0.23
C 3.189 -0.603 -0.385 -0.13
O 4.035 -1.087 -1.087 -0.58
C 1.800 -1.083 -0.297 1.00
C 0.682 -0.546 0.335 0.75
N -0.303 -1.433 0.037 0.48
C -1.627 -1.452 0.407 0.77
N -2.194 -0.698 1.305 -0.28
O -3.473 -1.070 1.365 -0.11
N -3.748 -2.082 0.505 -0.58
C -2.629 -2.360 -0.120 0.48
N -2.453 -3.261 -1.095 -0.37
H -3.188 -3.922 -1.271 0.24
H -1.498 -3.477 -1.345 0.25
N 0.193 -2.434 -0.721 -0.79
N 1.425 -2.231 -0.915 -0.75
C 0.431 0.705 1.093 -1.86
N -0.436 1.579 0.320 0.81
C -1.066 2.632 1.103 -1.12
C -2.567 2.677 0.812 -0.40
C -2.912 3.227 -0.568 -0.78
H -2.701 4.299 -0.598 0.32
C -2.154 2.547 -1.708 -0.56
C -0.676 2.943 -1.745 -0.83
C 0.219 2.047 -0.886 -0.75
H 1.158 2.586 -0.654 0.15
H 0.492 1.161 -1.469 0.41
H -0.305 2.888 -2.771 0.42
H -0.583 3.983 -1.428 0.40
H -2.619 2.840 -2.651 0.35
H -2.241 1.464 -1.612 0.23
H -3.985 3.101 -0.730 0.35
H -3.056 3.292 1.571 0.39
H -2.948 1.661 0.907 0.08
H -0.605 3.608 0.906 0.45
H -0.933 2.417 2.166 0.52
H 1.401 1.168 1.336 0.44
H -0.093 0.445 2.017 0.64
H 6.606 0.729 1.371 0.39
H 5.754 -0.773 0.991 0.32
H 5.222 0.225 2.354 0.30
```

***

Stability verdict: 1, ahead by 47.5 kJ/mol